No. 1
2 unconnected molecules or ions with the total composition C4H9N2O at a distorted geometry, computed with the ωB97M-V functional and the def2-TZVPD basis.

The value obtained for the orbital gap is 9.5 eV. The total charge is +1. As for the spin multiplicity: 1.

XYZ file:
```
16
C4H9N2O the ωB97M-V functional and the def2-TZVPD basis
C -1.4191 -1.1922 -0.4269
C -0.8899 1.2550 -0.0388
C 0.0879 0.4015 0.2752
C -1.0141 2.6644 0.3464
N -0.2377 -0.9387 -0.0993
N 2.0864 -2.2093 -0.0764
O -2.4089 -1.6087 -0.8459
H -1.7688 0.9518 -0.6632
H 0.9123 0.6216 0.8530
H -1.8124 3.2099 -0.1523
H -0.1897 3.3223 0.0888
H -1.3461 2.8578 1.2682
H 0.9467 -1.7788 -0.1010
H 2.3848 -2.1677 -1.0287
H 1.9583 -3.2283 -0.1087
H 2.7102 -2.1607 0.7095
```

No. 2
A gas-phase ion, C4H9N2O (charge +1) at a distorted geometry, computed with the ωB97M-V functional and the def2-TZVPD basis.

The value obtained for the orbital gap is 9.4 eV. The SMILES is C/[NH+]=C/[C@H](N)C=O. The total charge is +1. As for the spin multiplicity: 1.

XYZ file:
```
16
C4H9N2O the ωB97M-V functional and the def2-TZVPD basis
C 0.2869 2.2630 1.1758
N -0.0482 1.0449 0.4983
C 0.6306 -0.0531 0.6015
C 0.2706 -1.0332 -0.4632
N -0.6761 -0.3567 -1.3591
C -0.4714 -2.5056 -0.3081
O -1.1488 -2.8399 -1.2218
H -0.5515 3.0142 1.0901
H 0.6468 2.1336 2.2438
H 1.1693 2.6834 0.7014
H -0.7733 0.8576 -0.1510
H 1.3860 -0.1964 1.4828
H 1.1793 -1.3200 -0.9658
H -0.1915 0.2083 -2.1333
H -1.4748 -0.7920 -1.7583
H -0.2339 -3.1082 0.5668
```

No. 3
A molecular structure, C4H9N2O at a distorted geometry, computed with the ωB97M-V functional and the def2-TZVPD basis.

The value obtained for the orbital gap is 9.8 eV. The total charge is +1. As for the spin multiplicity: 1.

XYZ file:
```
16
C4H9N2O the ωB97M-V functional and the def2-TZVPD basis
C 1.7621 0.1075 0.0569
C -0.4199 0.7965 -0.9970
C 0.4056 -0.2980 -0.3815
C -1.0298 0.7286 0.4212
N 2.5739 -0.9505 0.1649
N -2.2136 -0.2251 0.6014
O 2.0393 1.2461 0.3890
H 0.3505 1.5859 -1.1438
H -1.0589 0.7210 -1.8024
H 0.3473 -1.3203 -0.5084
H -0.9247 1.4026 1.2679
H 2.4820 -1.7945 -0.3475
H 3.5182 -0.5762 0.4048
H -3.1375 -0.0767 0.0322
H -2.5495 -0.1423 1.5742
H -2.1451 -1.2047 0.2680
```

No. 4
A gas-phase ion, C4H9N2O (charge +1) at a distorted geometry, computed with the ωB97M-V functional and the def2-TZVPD basis.

The value obtained for the orbital gap (alpha / beta) is 9.0 / 8.5 eV. The total charge is +1. As for the spin multiplicity: 1.

XYZ file:
```
16
C4H9N2O the ωB97M-V functional and the def2-TZVPD basis
C -1.2955 -0.8257 0.0060
C -1.7127 0.7082 0.0528
C 1.6362 0.7574 0.0218
C 0.0918 -0.9937 -0.4543
N 0.4277 1.3243 -0.5494
N 1.2606 -0.6515 0.4086
O -0.4743 1.4546 0.4187
H -1.2735 -1.2467 0.9732
H -2.0711 -1.1698 -0.8369
H -1.9479 0.9715 -1.0089
H -2.5058 0.8238 0.8132
H 2.3998 0.6755 -0.8645
H 1.8911 1.4564 0.9544
H 0.4393 -1.4143 -1.3897
H 2.0907 -1.1662 0.1259
H 1.0435 -0.7039 1.3291
```

No. 5
A gas-phase ion, C4H9N2O2 (charge -1) at a distorted geometry, computed with the ωB97M-V functional and the def2-TZVPD basis.

The value obtained for the orbital gap is 6.7 eV. The SMILES is C[C@@H](NC[O-])C(N)=O. The total charge is -1. As for the spin multiplicity: 1.

XYZ file:
```
17
C4H9N2O2 the ωB97M-V functional and the def2-TZVPD basis
C -1.6348 0.1018 -0.0316
C -0.4739 -0.1925 0.8639
N 0.5191 -1.1814 0.4839
C 1.2027 -1.3596 -0.9572
O 1.2067 -2.5429 -1.2500
C 0.3526 1.0800 0.9461
N 0.4190 1.9149 -0.1256
O 0.8163 1.5172 2.0371
H -2.3885 0.6684 0.4346
H -1.5203 0.6384 -1.0059
H -2.1694 -0.7706 -0.4579
H -0.7123 -0.3904 1.8588
H 0.1984 -2.1114 0.6841
H 0.5771 -0.6862 -1.6092
H 2.1562 -0.8256 -0.7568
H 1.0909 2.6700 -0.0494
H 0.3603 1.4699 -1.0649
```

No. 6
2 unconnected molecules or ions with the total composition C4H9N2O2 at a distorted geometry, computed with the ωB97M-V functional and the def2-TZVPD basis.

The value obtained for the orbital gap (alpha / beta) is 7.5 / 7.0 eV. The total charge is -1. As for the spin multiplicity: 1.

XYZ file:
```
17
C4H9N2O2 the ωB97M-V functional and the def2-TZVPD basis
C -0.3838 0.8040 1.4136
C 0.2362 -1.2323 0.0715
C 0.2132 0.8329 -1.1979
C -0.2178 0.1542 0.0462
N -2.3683 -0.6524 -0.7822
N -3.2361 -0.1820 -0.0563
O -4.4780 -0.2725 -0.4788
O -3.0561 0.5949 0.9482
H -0.0738 1.8591 1.4190
H -1.2767 0.6615 1.9008
H 0.2599 0.2177 2.1445
H 1.3651 -1.4082 0.0017
H -0.0594 -1.7668 -0.8381
H -0.1435 -1.8455 0.9903
H -0.6233 1.3971 -1.7306
H 0.9940 1.5704 -0.9823
H 0.5425 0.0800 -1.9354
```

No. 7
A gas-phase ion, C4H9N2O2 (charge -1) at a distorted geometry, computed with the ωB97M-V functional and the def2-TZVPD basis.

The value obtained for the orbital gap is 6.5 eV. The SMILES is NC(=O)[C@@H](N)CC[O-]. The total charge is -1. As for the spin multiplicity: 1.

XYZ file:
```
17
C4H9N2O2 the ωB97M-V functional and the def2-TZVPD basis
N -1.0133 2.4443 0.1812
C -1.2887 1.0943 -0.1275
O -2.2701 0.8757 -0.7999
C -0.2054 0.1042 0.2904
N -0.9315 -0.7863 1.2056
C 0.5450 -0.4627 -0.9126
C 1.6857 -1.4478 -0.2789
O 1.2327 -2.4365 0.4668
H -1.7303 3.1242 -0.0045
H -0.3231 2.7218 0.8559
H 0.5388 0.6257 0.9211
H -0.2492 -1.5293 1.4543
H -1.6938 -1.2054 0.6783
H 1.1407 0.3571 -1.3700
H -0.1591 -1.0141 -1.5326
H 2.4517 -0.7061 0.1543
H 2.2698 -1.7593 -1.1819
```

No. 8
2 unconnected molecules or ions with the total composition C4H9N2OS at a distorted geometry, computed with the ωB97M-V functional and the def2-TZVPD basis.

The value obtained for the orbital gap (alpha / beta) is 6.9 / 7.4 eV. The total charge is +1. As for the spin multiplicity: 1.

XYZ file:
```
17
C4H9N2OS the ωB97M-V functional and the def2-TZVPD basis
C 1.1181 -0.6642 -0.8611
C 0.0193 0.5372 0.7869
C 1.9678 -0.8187 -2.1499
C -1.4088 1.2092 2.3550
N 0.3265 -1.6301 -0.3477
N 0.8819 0.5625 -0.3180
O -0.6149 1.4708 1.3854
S -0.3293 -1.1935 1.1869
H -3.0732 0.5787 0.6069
H 1.3561 -0.2349 -2.8534
H 1.9303 -1.9238 -2.5103
H 3.0493 -0.3792 -2.1354
H -3.4191 1.2674 0.6251
H -1.6031 0.1982 2.6342
H -1.7996 2.1590 2.8850
H 0.5111 -2.6025 -0.5706
H 1.0875 1.4640 -0.7190
```

No. 9
A gas-phase ion, C4H9N2S (charge +1) at a distorted geometry, computed with the ωB97M-V functional and the def2-TZVPD basis.

The value obtained for the orbital gap is 9.8 eV. The SMILES is [H]/N=C/[NH2+]CSC=C. The total charge is +1. As for the spin multiplicity: 1.

XYZ file:
```
16
C4H9N2S the ωB97M-V functional and the def2-TZVPD basis
H -1.7392 0.7706 2.2230
N -1.5087 0.6211 1.2484
C -1.2751 -0.5250 0.8414
N -0.9834 -0.6003 -0.6241
C 0.3040 -1.3035 -0.8458
S 1.3430 -0.9634 0.6245
C 1.4800 0.7901 0.5656
C 1.2352 1.6086 -0.4417
H -1.3044 -1.5043 1.3157
H -0.9096 0.3925 -0.9112
H -1.7609 -1.0394 -1.1360
H 0.1575 -2.3833 -0.8681
H 0.7852 -0.9774 -1.7677
H 1.8478 1.1483 1.5147
H 1.3937 2.6642 -0.3090
H 0.9347 1.3012 -1.4296
```

No. 10
A gas-phase ion, C4H9N2S (charge +1) at a distorted geometry, computed with the ωB97M-V functional and the def2-TZVPD basis.

The value obtained for the orbital gap (alpha / beta) is 7.4 / 7.9 eV. The total charge is +1. As for the spin multiplicity: 1.

XYZ file:
```
16
C4H9N2S the ωB97M-V functional and the def2-TZVPD basis
C -0.1761 0.9911 0.0708
C 1.3149 -0.6681 -0.9663
C -0.1110 -0.4467 -0.3090
C -0.7356 -1.2761 0.8943
N 2.0649 1.4752 0.1442
N -1.0539 1.9063 -0.0254
S 2.6295 0.0226 0.1475
H 1.5749 -1.6977 -1.3399
H 1.2898 0.0657 -1.8228
H -0.7324 -0.7936 -1.1877
H -0.9356 -2.2788 0.5293
H -1.7478 -0.6683 1.2905
H -0.0352 -1.3154 1.7481
H 2.3468 1.9156 1.0216
H -1.8248 1.6185 -0.7106
H -1.1966 2.8430 0.2673
```

No. 11
A single C4H9N3 molecule at a distorted geometry, computed with the ωB97M-V functional and the def2-TZVPD basis.

The value obtained for the orbital gap is 10.4 eV. The SMILES is C[C@@](N)(C#N)CN. As for the spin multiplicity: 1.

XYZ file:
```
16
C4H9N3 the ωB97M-V functional and the def2-TZVPD basis
C -1.0369 -0.9892 -0.3778
C 0.2943 -0.5697 0.2715
N 0.0825 -0.7640 1.7699
C 1.3793 -1.5373 -0.0852
N 2.1289 -2.3361 -0.4251
C 0.6926 0.8702 -0.0415
N 0.9339 1.3116 -1.3836
H -1.7009 -0.1719 -0.3322
H -1.0059 -1.5405 -1.4067
H -1.5365 -1.7492 0.3113
H 1.0256 -0.7068 2.2646
H -0.4682 -0.0580 2.1138
H -0.1901 1.5621 0.3300
H 1.4830 0.9927 0.5715
H 1.5970 0.8452 -2.0046
H -0.0180 1.1887 -1.7993
```

No. 12
2 unconnected molecules or ions with the total composition C4H9N3 at a distorted geometry, computed with the ωB97M-V functional and the def2-TZVPD basis.

The value obtained for the orbital gap is 9.8 eV. The SMILES is [H]/N=C(/C)CC.N#N. As for the spin multiplicity: 1.

XYZ file:
```
16
C4H9N3 the ωB97M-V functional and the def2-TZVPD basis
H 2.0548 1.0567 0.7422
N 0.9071 1.1920 0.3046
C 0.0327 0.2937 0.2067
C -1.3734 0.5897 0.6468
C 0.3090 -1.0846 -0.3574
C -0.3005 -1.2614 -1.7518
H -1.4207 1.5893 1.0705
H -1.6747 -0.1224 1.4175
H -2.0594 0.5015 -0.1939
H -0.1091 -1.8335 0.3208
H 1.3889 -1.2389 -0.4025
H -0.0428 -2.2391 -2.1554
H 0.0829 -0.5019 -2.4332
H -1.3859 -1.1795 -1.7252
N 1.2523 2.2697 2.1873
N 2.3388 1.9687 2.1231
```

No. 13
A single C4H9N3 molecule at a distorted geometry, computed with the ωB97M-V functional and the def2-TZVPD basis.

The value obtained for the orbital gap is 10.0 eV. The SMILES is C/N=C(C)/C=N\N. As for the spin multiplicity: 1.

XYZ file:
```
16
C4H9N3 the ωB97M-V functional and the def2-TZVPD basis
C -0.5082 0.3852 -2.1766
N 0.2312 -0.2585 -1.1344
C 0.2627 0.1518 0.0695
C -0.4667 1.3353 0.6642
C 1.4615 -0.3002 0.9692
N 1.2929 -1.4046 1.5739
N 0.0153 -1.9041 1.3714
H -0.0410 0.1301 -3.1239
H -0.5564 1.4874 -2.1009
H -1.5331 -0.0088 -2.1966
H -1.4191 0.9921 1.0733
H -0.6630 2.1114 -0.0704
H 0.0931 1.7986 1.4687
H 2.2547 0.3524 1.3083
H -0.1025 -2.7771 1.8750
H -0.3215 -2.0910 0.4293
```

No. 14
A single C4H9N3 molecule at a distorted geometry, computed with the ωB97M-V functional and the def2-TZVPD basis.

The value obtained for the orbital gap is 8.7 eV. The SMILES is [H]/N=C(/N)CC(=C)N. As for the spin multiplicity: 1.

XYZ file:
```
16
C4H9N3 the ωB97M-V functional and the def2-TZVPD basis
H -0.6136 -2.1836 1.7352
N 0.3025 -2.0893 1.3104
C 0.4969 -0.9901 0.6819
N 1.7334 -0.7783 0.0896
C -0.2838 0.3784 0.9963
C -0.6666 0.7237 -0.3979
C -0.8423 -0.3365 -1.2402
N -0.3877 1.9907 -0.8272
H 2.0807 0.1598 -0.0402
H 2.2077 -1.6285 -0.1765
H 0.3529 1.1337 1.4590
H -1.1579 0.1224 1.5958
H -1.3206 -1.2566 -0.9528
H -0.8392 -0.1786 -2.3091
H -0.4342 2.7283 -0.1407
H -0.6282 2.2045 -1.7835
```

No. 15
2 unconnected molecules or ions with the total composition C4H9N3 at a distorted geometry, computed with the ωB97M-V functional and the def2-TZVPD basis.

The value obtained for the orbital gap is 10.6 eV. The SMILES is [H]/N=C(\C)N=C.C=N. As for the spin multiplicity: 1.

XYZ file:
```
16
C4H9N3 the ωB97M-V functional and the def2-TZVPD basis
H 1.2379 -0.4513 1.9855
N 0.3032 -0.6817 1.6562
C 0.2342 -0.9510 0.4186
C 1.3652 -0.9571 -0.5786
N -0.9234 -1.4697 -0.0947
C -2.0698 -0.9659 -0.0791
H 1.7030 -1.9833 -0.7124
H 2.1971 -0.3548 -0.2208
H 1.0185 -0.5857 -1.5402
H -2.2973 0.0332 0.2773
H -2.8851 -1.5609 -0.4662
C -0.1235 2.0048 0.2350
N -0.1896 1.8077 -0.9993
H 0.7690 2.2846 0.8033
H -1.0305 1.9117 0.8176
H 0.6911 1.9193 -1.5022
```

No. 16
A single C4H9N3 molecule at a distorted geometry, computed with the ωB97M-V functional and the def2-TZVPD basis.

The value obtained for the orbital gap is 9.1 eV. The SMILES is CN1N[C@H]2C[C@H]2N1. As for the spin multiplicity: 1.

XYZ file:
```
16
C4H9N3 the ωB97M-V functional and the def2-TZVPD basis
C -1.0267 1.3753 0.9287
N -1.1710 0.6176 -0.2641
N -0.0392 0.7967 -1.1909
C 0.9464 -0.4377 -0.9922
C 1.4784 -0.8234 0.3961
C 0.2027 -1.3882 -0.2279
N -1.0896 -0.8008 0.0790
H -0.0406 1.7554 1.0994
H -1.7603 2.1832 0.7394
H -1.5211 0.7591 1.6783
H 0.4351 1.7062 -1.2411
H 1.5842 -0.5111 -1.8761
H 1.3774 0.0059 1.1964
H 2.3519 -1.4872 0.4767
H 0.1173 -2.4865 -0.4057
H -1.8450 -1.2646 -0.3959
```

No. 17
A gas-phase ion, C4H9N3 (charge +2) at a distorted geometry, computed with the ωB97M-V functional and the def2-TZVPD basis.

The value obtained for the orbital gap is 8.0 eV. The SMILES is C=[N+]=C[N+](=C)NC. The total charge is +2. As for the spin multiplicity: 1.

XYZ file:
```
16
C4H9N3 the ωB97M-V functional and the def2-TZVPD basis
C -1.8227 2.0948 1.2703
N -0.7339 1.5304 1.1477
C 0.2536 0.7827 1.2534
N 0.6478 -0.2174 0.2445
C 1.6659 -0.9500 0.6506
N 0.0323 -0.2549 -1.0109
C 0.0250 -1.4446 -1.8699
H -2.6515 1.5829 1.7282
H -1.8580 3.1457 0.8307
H 1.0143 0.8310 1.8943
H 2.0140 -1.5712 -0.1648
H 2.2014 -0.9737 1.5665
H -0.7856 0.5138 -1.2027
H -0.9351 -1.3990 -2.2619
H 0.7616 -1.4104 -2.7294
H 0.1707 -2.2601 -1.3466
```

No. 18
A molecular structure, C4H9N3O at a distorted geometry, computed with the ωB97M-V functional and the def2-TZVPD basis.

The value obtained for the orbital gap is 10.0 eV. As for the spin multiplicity: 1.

XYZ file:
```
17
C4H9N3O the ωB97M-V functional and the def2-TZVPD basis
C 1.7621 0.4841 0.3435
C 2.4389 -0.6267 -0.5053
N -0.7535 0.1294 0.0338
C -0.1474 0.9820 0.8023
C -2.1725 -0.0161 -0.0536
N -2.4968 -1.0593 -0.8855
N -3.0649 0.6964 0.5025
O -0.2003 1.9369 1.4889
H 0.6235 -0.0048 -0.1392
H -1.8195 -1.7949 -0.9962
H -3.4648 -1.3359 -0.8628
H -2.6848 1.4689 1.0373
H 2.0535 0.3760 1.3857
H 2.0667 1.4651 -0.0131
H 2.1389 -1.6227 -0.1756
H 2.1979 -0.5294 -1.5649
H 3.5232 -0.5491 -0.3978
```

No. 19
A single C4H9N3O molecule at a distorted geometry, computed with the ωB97M-V functional and the def2-TZVPD basis.

The value obtained for the orbital gap is 10.7 eV. The SMILES is C/N=C\NC(=O)NC. As for the spin multiplicity: 1.

XYZ file:
```
17
C4H9N3O the ωB97M-V functional and the def2-TZVPD basis
C -1.6563 -1.9080 -0.1237
N -0.7405 -1.8836 1.0078
C 0.4541 -1.4493 0.8485
N 0.9720 -0.9408 -0.3094
C 1.2075 0.4060 -0.3276
O 2.3354 0.8296 -0.5540
N 0.1271 1.1878 -0.0409
C 0.1851 2.6253 -0.0981
H -2.3059 -1.0278 -0.1017
H -1.1589 -1.9603 -1.0973
H -2.2942 -2.7938 -0.0442
H 1.1753 -1.4671 1.6839
H 1.9065 -1.3077 -0.4586
H -0.7781 0.7365 -0.0317
H -0.0316 2.9390 -1.1224
H -0.5726 3.0284 0.5773
H 1.1750 2.9859 0.1921
```

No. 20
A single C4H9N3O molecule at a distorted geometry, computed with the ωB97M-V functional and the def2-TZVPD basis.

The value obtained for the orbital gap is 7.2 eV. As for the spin multiplicity: 1.

XYZ file:
```
17
C4H9N3O the ωB97M-V functional and the def2-TZVPD basis
C -0.7955 0.7140 -1.5795
C 0.6194 0.3676 0.5908
C -0.6747 0.3935 -0.1021
C 1.0005 -0.9574 0.5246
N 1.0931 1.4296 1.3826
N -0.4301 -1.4147 -0.0830
O -1.7281 0.8496 0.6355
N 2.0270 -1.6789 0.7277
H -2.4058 1.2415 0.0652
H 1.8258 1.9661 0.9281
H 1.4304 1.1432 2.2949
H -0.2968 -2.0236 -0.8911
H -1.0360 -1.8023 0.6344
H 1.8199 -2.6738 0.7098
H -1.7615 0.4109 -1.9979
H 0.0046 0.2378 -2.1430
H -0.6921 1.7971 -1.6969
```

Record-wise ΔE to the lowest compared entry with this formula, charge and spin values, in kcal per mole: 69.9; 70.1; 83.5; 168.2; 62.7; 174.5; 41.6; 146.7; 59.2; 123.5; 36.7; 44.9; 63.5; 42.6; 50.1; 104.6; 109.0; 82.9; 23.5; 83.2